12
Properties=species:S:1:pos:R:3:nbo_charge:R:1 method="wB97M-V/def2-TZVPD" charge=0 relative_energy_kcal_mol=24.56 lumo_ha=0.0193 e_homo_ha=-0.368 smiles="CC(C=O)C=O"
C -1.28 -0.30 -0.40 -0.6144
C 0.22 -0.11 -0.33 -0.4439
C 0.65 1.34 -0.09 0.4532
O 1.79 1.72 -0.18 -0.5046
C 0.86 -0.90 0.81 0.4525
O 0.24 -1.31 1.76 -0.5058
H -1.52 -1.34 -0.66 0.2276
H -1.75 -0.10 0.56 0.2296
H -1.73 0.35 -1.16 0.2154
H 0.72 -0.41 -1.26 0.2423
H -0.17 2.03 0.21 0.1193
H 1.95 -1.04 0.72 0.1288